No. 1
{"formula": "C38H42AsIO2PZr", "method": "the ωB97M-V functional and the def2-TZVPD basis", "species": ["Zr", "I", "C", "C", "C", "C", "C", "C", "C", "C", "C", "C", "H", "H", "H", "H", "H", "H", "O", "C", "C", "C", "C", "C", "C", "C", "P", "C", "C", "C", "C", "C", "C", "C", "C", "C", "C", "C", "C", "H", "H", "H", "H", "H", "H", "H", "H", "H", "H", "H", "H", "H", "H", "C", "C", "C", "O", "H", "H", "H", "H", "H", "H", "H", "C", "C", "As", "C", "C", "C", "C", "H", "H", "H", "H", "H", "H", "H", "H", "H", "H", "H", "H", "H", "H", "H"], "coordinates": [[-0.230, -0.407, -0.246], [-1.183, 1.668, -2.376], [-0.946, 0.174, -3.829], [-1.517, 0.388, -5.046], [-1.353, -0.587, -6.055], [-0.621, -1.709, -5.803], [-0.020, -1.920, -4.537], [0.768, -3.078, -4.291], [1.378, -3.264, -3.091], [1.200, -2.307, -2.061], [0.425, -1.183, -2.224], [-0.182, -0.970, -3.500], [-2.086, 1.285, -5.246], [-1.803, -0.427, -7.027], [-0.481, -2.458, -6.575], [0.886, -3.804, -5.089], [1.995, -4.137, -2.917], [1.722, -2.480, -1.126], [1.471, -0.049, 0.759], [1.481, -0.524, 1.966], [1.236, 0.529, 2.977], [1.716, 0.273, 4.256], [1.527, 1.189, 5.280], [0.802, 2.346, 5.030], [0.281, 2.599, 3.764], [0.496, 1.706, 2.721], [-0.066, 2.063, 1.011], [1.373, 2.974, 0.331], [2.061, 2.514, -0.788], [3.164, 3.203, -1.273], [3.593, 4.357, -0.635], [2.917, 4.821, 0.489], [1.814, 4.132, 0.971], [-1.351, 3.348, 1.118], [-2.372, 3.301, 2.069], [-3.408, 4.225, 2.039], [-3.448, 5.195, 1.045], [-2.447, 5.240, 0.085], [-1.405, 4.323, 0.119], [2.260, -0.649, 4.425], [1.930, 0.999, 6.267], [0.634, 3.061, 5.826], [-0.279, 3.510, 3.599], [1.749, 1.615, -1.297], [3.689, 2.835, -2.146], [4.457, 4.892, -1.008], [3.249, 5.721, 0.990], [1.293, 4.506, 1.846], [-2.363, 2.544, 2.843], [-4.187, 4.183, 2.790], [-4.257, 5.914, 1.021], [-2.469, 5.996, -0.690], [-0.620, 4.383, -0.625], [-3.113, -0.052, 1.670], [-3.187, -1.045, 0.533], [-4.471, -0.886, -0.251], [-2.058, -0.860, -0.333], [-3.982, -0.142, 2.324], [-3.098, 0.958, 1.263], [-2.221, -0.205, 2.286], [-3.138, -2.053, 0.941], [-4.526, 0.118, -0.680], [-5.336, -1.039, 0.396], [-4.513, -1.609, -1.068], [-1.636, -4.133, -0.788], [-1.294, -4.132, 0.702], [-0.087, -2.708, 1.334], [-0.693, -2.698, 3.182], [-0.565, -4.059, 3.860], [1.659, -3.578, 1.405], [1.707, -5.015, 0.905], [-2.478, -4.801, -0.982], [-0.797, -4.483, -1.389], [-1.910, -3.143, -1.156], [-0.840, -5.077, 0.984], [-2.196, -4.025, 1.305], [-1.734, -2.374, 3.166], [-0.118, -1.934, 3.698], [-1.228, -4.801, 3.414], [-0.833, -3.971, 4.914], [0.453, -4.451, 3.815], [1.983, -3.490, 2.437], [2.328, -2.938, 0.835], [1.154, -5.697, 1.550], [2.744, -5.356, 0.882], [1.307, -5.114, -0.106]], "lowdin_charge": [1.261, 1.174, -0.584, -0.141, -0.060, -0.020, -0.155, -0.015, -0.070, -0.140, -0.252, -0.249, 0.096, 0.113, 0.120, 0.121, 0.111, 0.067, -0.403, -0.194, -0.243, -0.035, -0.048, -0.044, -0.080, -0.269, 1.009, -0.361, -0.124, -0.060, -0.064, -0.061, -0.080, -0.377, -0.122, -0.061, -0.064, -0.062, -0.126, 0.120, 0.114, 0.115, 0.102, 0.053, 0.113, 0.111, 0.111, 0.110, 0.102, 0.112, 0.111, 0.113, 0.091, -0.058, -0.508, -0.035, -0.479, 0.100, 0.064, 0.064, 0.112, 0.088, 0.090, 0.086, -0.144, -0.393, 1.192, -0.394, -0.142, -0.407, -0.150, 0.080, 0.058, 0.045, 0.052, 0.060, 0.060, 0.049, 0.067, 0.079, 0.064, 0.064, 0.044, 0.067, 0.081, 0.061], "gap_ev": 7.39, "lumo_ev": -2.923, "charge": 1, "homo_energy_ha": -0.37902, "e_above_lowest_ev": 0.389}

---

No. 2
{"formula": "C4H6O2Y", "method": "the ωB97M-V functional and the def2-TZVPD basis", "species": ["O", "C", "H", "H", "C", "C", "C", "O", "Y", "H", "H", "H", "H"], "coordinates": [[3.705, 0.404, -0.445], [3.144, -0.536, 0.198], [4.673, 0.329, -0.537], [3.861, -1.300, 0.550], [-0.911, 1.313, 0.154], [-1.966, 0.551, -0.355], [-2.523, -0.659, 0.306], [-1.327, -1.150, -0.241], [0.671, -0.561, 0.475], [-2.526, 0.909, -1.231], [-0.755, 2.377, -0.032], [-3.379, -1.085, -0.236], [-2.666, -0.592, 1.394]], "lowdin_charge": [0.098, -0.071, 0.172, 0.085, -0.033, -0.159, -0.186, -0.309, 1.890, 0.162, 0.057, 0.153, 0.143], "gap_ev": [6.66, 7.79], "s2": 0.7645, "lumo_ev": [-9.946, -9.963], "charge": 2, "multiplicity": 2, "homo_energy_ha": [-0.61030, -0.65253], "e_above_lowest_ev": 0.057}

---

No. 3
{"formula": "C42H65CdP2Si", "method": "the ωB97M-V functional and the def2-TZVPD basis", "species": ["Cd", "C", "Si", "C", "C", "C", "C", "C", "C", "P", "C", "C", "C", "C", "C", "C", "C", "C", "C", "C", "C", "C", "C", "C", "C", "C", "C", "C", "P", "C", "C", "C", "C", "C", "C", "C", "C", "C", "C", "C", "C", "H", "H", "H", "H", "H", "H", "H", "H", "H", "H", "H", "H", "H", "H", "H", "H", "H", "H", "H", "H", "H", "H", "H", "H", "H", "H", "H", "H", "H", "H", "H", "H", "H", "H", "H", "H", "H", "H", "H", "H", "H", "H", "H", "H", "H", "H", "H", "H", "H", "H", "H", "H", "H", "H", "H", "C", "C", "C", "C", "C", "H", "H", "H", "H", "H", "H", "H", "H", "H", "H"], "coordinates": [[0.000, 1.528, -0.168], [0.358, 0.971, 3.493], [-0.292, 0.144, 1.906], [-2.133, -0.228, 2.329], [-2.673, 0.169, 3.557], [-4.037, 0.128, 3.807], [-4.904, -0.305, 2.818], [-4.394, -0.744, 1.605], [-3.023, -0.731, 1.353], [-2.129, -1.484, -0.075], [-2.221, -3.262, 0.443], [-3.568, -3.981, 0.404], [-3.473, -5.325, 1.147], [-2.111, -6.012, 0.937], [-1.494, -5.571, -0.385], [-1.155, -4.078, -0.321], [-3.068, -1.396, -1.672], [-2.723, -0.050, -2.338], [-3.460, 1.093, -1.645], [-4.988, 0.847, -1.625], [-5.371, -0.464, -2.313], [-4.595, -1.664, -1.761], [0.543, -1.590, 1.973], [0.034, -2.536, 2.872], [0.655, -3.753, 3.102], [1.837, -4.053, 2.438], [2.350, -3.142, 1.530], [1.714, -1.924, 1.267], [2.316, -0.765, -0.046], [2.626, -1.776, -1.572], [1.296, -1.811, -2.344], [1.453, -2.387, -3.748], [2.066, -3.783, -3.702], [3.393, -3.752, -2.951], [3.219, -3.188, -1.540], [3.979, -0.147, 0.500], [3.758, 1.119, 1.383], [4.417, 1.029, 2.758], [4.153, -0.341, 3.366], [4.910, -1.418, 2.583], [5.067, -1.062, 1.092], [0.364, 0.303, 4.360], [-0.245, 1.851, 3.730], [1.380, 1.327, 3.342], [-2.016, 0.538, 4.334], [-4.419, 0.446, 4.771], [-5.973, -0.318, 2.991], [-5.089, -1.094, 0.857], [-1.914, -3.201, 1.491], [-3.865, -4.142, -0.636], [-4.347, -3.372, 0.867], [-4.278, -5.983, 0.810], [-3.634, -5.152, 2.214], [-2.224, -7.098, 0.976], [-1.424, -5.738, 1.743], [-2.201, -5.768, -1.197], [-0.592, -6.146, -0.610], [-1.023, -3.686, -1.334], [-0.196, -3.945, 0.192], [-2.546, -2.180, -2.238], [-2.991, -0.091, -3.399], [-1.645, 0.126, -2.297], [-3.207, 2.043, -2.114], [-3.089, 1.183, -0.621], [-5.511, 1.671, -2.114], [-5.342, 0.829, -0.591], [-5.179, -0.372, -3.385], [-6.444, -0.651, -2.211], [-4.775, -2.531, -2.404], [-5.004, -1.938, -0.792], [-0.881, -2.306, 3.409], [0.226, -4.458, 3.804], [2.358, -4.984, 2.629], [3.274, -3.381, 1.024], [3.315, -1.130, -2.138], [0.862, -0.809, -2.383], [0.594, -2.428, -1.777], [2.104, -1.729, -4.335], [0.483, -2.407, -4.252], [2.204, -4.181, -4.710], [1.377, -4.459, -3.181], [4.102, -3.125, -3.504], [3.827, -4.754, -2.898], [4.183, -3.201, -1.026], [2.543, -3.844, -0.985], [4.364, 0.202, -0.466], [2.685, 1.271, 1.539], [4.107, 2.005, 0.850], [4.023, 1.824, 3.394], [5.499, 1.192, 2.683], [3.078, -0.543, 3.327], [4.441, -0.369, 4.420], [4.402, -2.373, 2.702], [5.910, -1.543, 3.009], [5.165, -1.972, 0.496], [6.016, -0.528, 0.971], [-0.090, 5.812, -1.079], [0.604, 4.472, -0.752], [0.936, 4.477, 0.742], [1.921, 4.426, -1.542], [-0.402, 3.365, -1.112], [0.577, 6.669, -0.902], [-0.983, 5.929, -0.464], [-0.401, 5.829, -2.126], [1.406, 5.418, 1.055], [1.630, 3.664, 0.990], [0.025, 4.332, 1.328], [2.575, 5.277, -1.301], [1.722, 4.444, -2.616], [2.452, 3.497, -1.318], [-0.375, 3.235, -2.210]], "lowdin_charge": [1.032, -0.258, 0.430, -0.331, -0.109, -0.097, -0.097, -0.107, -0.366, 1.083, -0.434, -0.202, -0.187, -0.200, -0.200, -0.209, -0.421, -0.247, -0.201, -0.183, -0.213, -0.198, -0.330, -0.126, -0.096, -0.092, -0.138, -0.357, 1.032, -0.447, -0.244, -0.201, -0.213, -0.207, -0.215, -0.432, -0.220, -0.208, -0.194, -0.194, -0.192, 0.024, 0.019, -0.008, 0.081, 0.095, 0.095, 0.075, 0.088, 0.106, 0.095, 0.102, 0.106, 0.101, 0.101, 0.110, 0.105, 0.079, 0.096, 0.095, 0.109, 0.066, 0.097, 0.073, 0.101, 0.092, 0.103, 0.104, 0.104, 0.063, 0.099, 0.099, 0.098, 0.081, 0.113, 0.076, 0.080, 0.113, 0.106, 0.103, 0.109, 0.112, 0.104, 0.091, 0.102, 0.095, 0.042, 0.108, 0.106, 0.109, 0.097, 0.106, 0.079, 0.104, 0.085, 0.106, -0.130, -0.829, -0.146, -0.130, -0.380, 0.060, 0.060, 0.063, 0.066, 0.036, 0.059, 0.061, 0.063, 0.043, -0.104], "gap_ev": 4.32, "lumo_ev": 2.481, "charge": -1, "homo_energy_ha": -0.06748, "e_above_lowest_ev": 1.252}

---

Which value of charge does entry 1 give?
+1